{
  "formula": "C4H21NO10",
  "method": "ωB97M-V/def2-TZVPD",
  "species": ["O", "C", "C", "C", "N", "C", "O", "O", "H", "H", "H", "H", "H", "H", "H", "H", "H", "O", "H", "H", "O", "H", "H", "O", "H", "H", "O", "H", "H", "O", "H", "H", "O", "H", "H", "O"],
  "positions_angstrom": [[-3.371, 1.213, -0.815], [-3.188, 1.389, 0.441], [-2.147, 0.644, 1.283], [-1.256, 1.803, 1.878], [-1.324, -0.192, 0.416], [-1.306, -1.539, 0.497], [-0.432, -2.025, -0.420], [-1.792, -2.271, 1.340], [-3.900, 2.103, 0.904], [-2.687, 0.104, 2.096], [-1.230, 1.730, 2.982], [-1.438, 2.685, 1.281], [-0.191, 1.504, 1.744], [-1.010, 0.286, -0.420], [-0.372, -2.980, -0.309], [-2.825, 1.223, -2.778], [-2.649, 0.319, -1.493], [-2.617, 0.317, -2.551], [1.675, -2.672, 2.745], [0.196, -2.356, 2.904], [0.972, -2.131, 2.375], [0.978, -0.307, 0.964], [2.268, -0.286, 0.076], [1.602, 0.268, 0.509], [3.562, -2.332, -0.738], [3.973, -0.880, -1.003], [3.754, -1.504, -0.294], [2.079, 2.199, 1.765], [3.307, 2.978, 1.521], [2.371, 3.122, 1.706], [1.908, -0.445, -1.988], [2.693, -0.550, -3.437], [2.731, -0.440, -2.489], [-0.644, -0.397, -2.962], [0.172, 0.023, -4.228], [0.139, -0.602, -3.501]],
  "lowdin_charge": [-0.20, -0.32, -0.32, -0.06, 0.10, -0.62, 0.09, 0.05, 0.07, 0.13, 0.07, 0.06, 0.04, 0.15, 0.12, 0.01, -0.03, -0.20, 0.04, 0.04, -0.04, 0.00, -0.01, -0.06, 0.04, 0.02, -0.07, 0.00, 0.02, -0.08, 0.02, 0.04, -0.07, 0.00, 0.03, -0.08],
  "homo_energy_ev": [-0.8, -4.4],
  "total_charge": -1,
  "multiplicity": 2,
  "gap_ev": [3.3, 7.0]
}